(1)
C3H7N3S2 | ωB97M-V with the def2-TZVPD basis set

Properties
Largest force on an atom: 5.41 eV/A
Calculated total energy: -1079.03228 a.u.
SMILES string: CNC(=S)S/C=N\N

Geometry (Å):
S 0.165 -2.174 -0.301
S -2.470 -1.519 0.588
N -0.737 0.288 -0.556
N 1.518 0.224 1.183
N 2.252 -0.470 0.229
C 1.666 -1.322 -0.479
C -1.110 -0.889 0.024
C -1.567 1.405 -0.453
H -1.666 1.941 0.567
H -1.023 2.205 -1.140
H 2.565 -1.732 -1.274
H 2.183 0.617 1.894
H 0.477 -0.158 1.468
H 0.278 0.588 -0.676
H -2.530 0.997 -1.075

(2)
C15H13CeN2O5 | ωB97M-V with the def2-TZVPD basis set

Properties
Expectation value of S²: 0.75
Largest force on an atom: 9.10 eV/A
Calculated total energy: -1540.19343 a.u.
Spin multiplicity: 2

Geometry (Å):
Ce 8.948 16.148 5.429
O 6.534 15.858 5.020
O 8.942 16.795 7.807
O 9.315 19.441 2.644
O 10.330 17.888 6.390
O 8.959 17.370 3.571
N 11.394 6.708 2.850
N 7.590 18.496 5.683
C 8.914 10.610 4.336
C 9.537 12.745 5.378
C 5.665 17.020 4.896
C 9.876 11.412 5.039
C 11.137 10.897 5.198
C 9.368 9.449 3.739
C 7.850 19.375 4.529
C 11.035 7.717 3.322
C 9.298 13.977 5.693
C 8.244 18.961 6.962
C 6.187 18.150 5.894
C 10.700 9.007 3.847
C 8.790 18.708 3.510
C 11.553 9.721 4.693
C 9.297 17.853 7.154
H 7.633 18.861 7.876
H 5.484 18.991 5.827
H 12.551 9.451 4.681
H 5.770 17.346 3.860
H 8.272 20.384 4.786
H 8.723 19.921 6.848
H 8.659 8.800 3.173
H 7.891 11.031 4.213
H 6.116 17.719 6.946
H 5.983 15.087 5.223
H 11.763 11.452 5.925
H 6.919 19.635 4.024
H 4.646 16.748 5.200

(3)
C3HFHoO2 | ωB97M-V with the def2-TZVPD basis set

Properties
Expectation value of S²: 8.78
Largest force on an atom: 4.31 eV/A
Calculated total energy: -1312.25144 a.u.
Total charge: +2
Spin multiplicity: 6

Geometry (Å):
Ho -2.515 0.568 -1.191
F 2.877 -0.137 -0.105
O 0.704 -0.685 -0.522
O -0.105 0.206 1.286
C 1.206 -0.119 1.640
C 1.737 -0.653 0.422
C -0.345 -0.014 -0.008
H 1.837 -1.530 1.409

(4)
C34H68O16 | ωB97M-V with the def2-TZVPD basis set

Properties
Largest force on an atom: 2.50 eV/A
Calculated total energy: -2540.13077 a.u.
SMILES string: CCCCCOC=O.CCOC(C)=O.CCOC(C)=O.CCOC(C)=O.CCOC(C)=O.CCOC(C)=O.CCOC(C)=O.CCOC(C)=O

Geometry (Å):
O -3.305 -3.149 1.277
O 2.029 -1.133 -5.700
O -3.932 6.261 -1.779
O 3.822 -1.140 3.062
O 0.945 6.347 -6.431
O 2.467 4.779 -6.372
O -3.138 6.495 -3.798
O -0.403 -4.339 6.105
O -4.026 -3.417 -0.844
O -4.396 3.043 -0.089
O 4.142 -4.077 8.533
O 3.300 -1.122 5.178
O -4.207 1.349 1.280
O -0.664 -6.051 7.437
O 3.503 -1.574 -7.263
O 4.156 -5.766 9.936
C -2.319 -0.890 0.974
C -1.247 7.667 -4.816
C -5.982 4.880 -0.388
C -0.827 -3.489 5.034
C 2.619 2.453 -7.124
C -3.494 7.008 -2.615
C 1.299 -2.695 -7.320
C 3.427 -1.859 -9.689
C 3.492 -3.327 7.499
C -1.714 -2.361 5.519
C -5.122 3.824 -1.056
C 5.617 -1.418 4.737
C 2.302 -1.760 -6.684
C -1.156 -5.335 6.611
C -6.407 1.737 0.482
C 0.126 4.177 -5.886
C 1.198 5.190 -6.228
C 5.289 -2.460 1.623
C -2.795 -1.972 1.919
C 2.911 3.460 -6.033
C 2.560 -2.282 8.077
C 3.534 -5.117 9.142
C 0.131 -1.375 0.397
C -2.596 -5.484 6.180
C 2.081 -5.387 8.831
C 3.972 -2.355 -8.366
C -2.708 7.286 -4.916
C 0.484 -2.701 1.091
C -4.160 -2.904 0.258
C 4.752 -1.089 1.978
C -4.924 2.013 0.575
C -1.314 -1.344 -0.098
C -3.277 8.474 -2.332
C 4.173 -1.195 4.356
H 0.498 3.274 -5.410
H 5.054 -2.240 -8.349
H -0.402 -3.255 1.378
H 1.134 -2.580 1.952
H -5.037 -2.277 0.471
H 0.093 -3.079 4.621
H 1.766 -2.736 8.670
H -1.979 -1.704 4.690
H -1.407 -0.686 -0.956
H -5.696 3.170 -1.717
H -6.553 0.659 0.465
H 5.547 -0.372 2.191
H 3.693 -0.812 -9.835
H -1.193 -1.776 6.276
H -0.934 8.212 -5.703
H -2.365 8.581 -1.747
H -1.950 -2.308 2.507
H 1.924 -6.461 8.789
H -0.396 3.906 -6.802
H 3.986 3.553 -5.897
H -6.738 4.432 0.260
H 3.009 1.472 -6.847
H 5.838 -2.909 2.450
H -3.361 8.150 -5.046
H 2.988 -3.995 6.799
H -1.049 8.288 -3.940
H 5.956 -2.396 0.763
H 1.751 -4.981 7.882
H -6.891 2.143 1.369
H -6.885 2.147 -0.403
H 6.333 -1.136 3.969
H -2.828 -5.030 5.220
H 1.733 -3.445 -7.976
H 1.462 -4.976 9.626
H -3.233 -5.044 6.945
H 3.113 -1.612 8.736
H 0.581 -2.101 -7.884
H -2.634 -2.733 5.970
H 2.498 3.156 -5.070
H 0.776 -3.220 -6.525
H 2.107 -1.695 7.281
H 3.840 -2.442 -10.513
H 3.764 -3.413 -8.200
H -2.860 6.644 -5.782
H -0.633 6.784 -4.727
H -2.817 -6.545 6.104
H -1.822 -0.132 1.574
H 5.831 -0.822 5.621
H 0.358 -0.513 1.018
H 4.288 -2.834 6.947
H -6.490 5.488 -1.135
H -1.549 -2.353 -0.424
H 5.754 -2.471 4.980
H -3.515 -1.540 2.614
H -5.371 5.532 0.232
H -4.117 8.834 -1.742
H 0.785 -1.294 -0.468
H -1.294 -4.077 4.241
H -3.154 -0.380 0.512
H -4.368 4.307 -1.668
H 4.183 -0.691 1.140
H -0.585 4.634 -5.201
H 2.340 -1.927 -9.733
H 1.550 2.353 -7.311
H 1.013 -3.331 0.383
H -3.205 9.098 -3.219
H 4.466 -3.131 1.377
H 3.081 2.765 -8.061

(5)
C8H4LaN2O5 | ωB97M-V with the def2-TZVPD basis set

Properties
Largest force on an atom: 6.72 eV/A
Calculated total energy: -823.40495 a.u.
Total charge: +3

Geometry (Å):
La 0.013 0.324 -0.747
O -0.004 -0.069 -5.359
O 2.964 2.266 -2.106
O 2.014 -2.666 -1.906
O -2.612 -2.113 -1.926
O -2.340 2.936 -2.086
N -0.015 -0.320 1.330
N -0.081 -1.316 2.293
C 1.434 -1.770 -1.498
C 0.020 0.615 3.389
C 0.003 0.041 -4.223
C -1.635 2.147 -1.630
C -0.052 -0.770 3.514
C -1.832 -1.373 -1.521
C 2.094 1.679 -1.660
C 0.047 0.876 2.021
H -0.113 -2.303 2.052
H 0.067 1.363 4.158
H 0.098 1.829 1.504
H -0.069 -1.376 4.400

(6)
C18H23I2N4O5S2Ta | ωB97M-V with the def2-TZVPD basis set

Properties
Largest force on an atom: 0.62 eV/A
Calculated total energy: -2743.35477 a.u.
Total charge: +2

Geometry (Å):
Ta 0.139 -0.257 0.194
I -2.539 -3.944 1.292
I -7.294 -0.279 1.737
S 2.721 0.081 0.999
S 0.379 0.246 -2.201
O 3.732 0.284 0.028
O 1.555 1.092 0.815
O -1.413 -1.257 0.012
O 3.012 -0.135 2.362
O 1.782 -1.184 0.484
N 2.520 -1.319 -2.643
N -1.194 1.598 0.206
N 2.868 0.972 -2.867
N -0.590 0.010 2.252
C -5.333 -0.621 1.148
C -3.282 0.189 0.172
C -1.396 2.171 1.564
C 2.105 -0.064 -2.574
C -2.731 -1.076 0.359
C -2.492 1.279 -0.498
C -0.330 -0.957 3.155
C 3.986 0.897 -3.820
C -1.703 1.279 3.916
C -1.253 1.114 2.621
C -1.428 0.292 4.851
C -0.720 -0.841 4.468
C 2.566 2.325 -2.391
C 3.929 -1.705 -2.454
C -4.595 0.405 0.571
C 1.610 -2.465 -2.740
C -3.450 -2.102 0.951
C -4.761 -1.873 1.341
H 1.909 2.843 -3.090
H -3.088 2.191 -0.546
H -2.250 2.171 4.190
H 3.903 1.757 -4.482
H 3.508 2.865 -2.320
H -0.480 -1.624 5.172
H 4.947 0.936 -3.310
H 3.913 -0.005 -4.417
H -1.761 0.407 5.874
H 4.492 -0.889 -2.022
H 0.685 -2.194 -3.237
H 2.109 -3.233 -3.327
H 2.125 2.289 -1.399
H -2.233 1.003 -1.523
H -5.047 1.377 0.418
H -2.372 2.654 1.627
H 3.939 -2.536 -1.749
H 4.372 -2.034 -3.393
H -0.718 2.299 -0.359
H -0.633 2.934 1.729
H 0.209 -1.828 2.801
H 1.402 -2.870 -1.748
H -5.332 -2.669 1.799